# 1
Density functional theory data (ωB97M-V with the def2-TZVPD basis set) for a cluster of 12 separate species, C37H103N5O17 in total at a distorted geometry.

The geometry in XYZ format:
```
162
C37H103N5O17 | the OMol25 dataset | ωB97M-V with the def2-TZVPD basis set
C 7.686 -3.000 -1.599
O 7.884 -1.772 -2.330
H 6.755 -3.323 -2.102
H 8.481 -3.710 -1.759
H 7.474 -2.816 -0.544
H 8.691 -1.519 -1.897
C 5.116 4.132 -1.383
O 4.431 3.683 -0.200
H 5.813 3.321 -1.647
H 4.413 4.248 -2.170
H 5.692 5.021 -1.056
H 4.456 2.709 -0.123
C -3.125 7.304 -2.264
O -3.198 5.927 -2.323
H -2.687 7.707 -1.387
H -2.590 7.766 -3.121
H -4.172 7.627 -2.280
H -2.595 5.523 -1.627
C -3.978 2.412 -4.114
O -3.677 1.396 -3.207
H -5.012 2.325 -4.382
H -3.687 3.415 -3.799
H -3.473 2.232 -5.018
H -3.887 1.703 -2.338
C 6.068 0.225 -0.543
O 4.846 0.886 -0.198
H 6.957 0.776 -0.131
H 6.085 -0.682 0.035
H 6.215 -0.020 -1.568
H 4.096 0.486 -0.746
C -4.140 0.325 3.315
O -3.255 0.204 2.256
H -4.132 1.364 3.725
H -5.139 0.079 3.074
H -3.893 -0.316 4.117
H -3.729 0.020 1.398
C -2.743 3.973 0.650
O -1.814 4.410 -0.350
H -2.473 4.487 1.548
H -3.769 4.419 0.511
H -2.878 2.889 0.779
H -0.879 4.334 0.076
C -6.350 6.072 -1.130
O -6.627 4.718 -0.928
C -5.957 3.996 -1.995
C -6.362 2.510 -1.758
N -5.512 2.018 -0.693
C -5.955 0.789 -0.161
C -5.334 -0.476 -0.826
O -4.019 -0.570 -0.305
C -3.519 -1.888 -0.319
H -5.451 6.320 -0.678
H -7.176 6.645 -0.663
H -6.262 6.381 -2.212
H -4.842 4.068 -2.028
H -6.284 4.402 -2.992
H -6.181 1.892 -2.624
H -7.397 2.599 -1.510
H -5.289 2.757 0.031
H -7.035 0.650 -0.171
H -5.678 0.713 0.858
H -5.297 -0.375 -1.927
H -5.907 -1.357 -0.542
H -2.772 -2.001 0.503
H -2.902 -1.948 -1.184
H -4.265 -2.664 -0.278
C 1.996 -8.199 0.996
O 1.774 -7.108 1.909
C 2.994 -6.594 2.430
C 2.608 -5.626 3.495
N 1.804 -4.508 3.058
C 1.265 -3.738 4.129
C 0.787 -2.349 3.695
O 0.348 -1.599 4.826
C -0.667 -0.671 4.573
H 2.587 -7.900 0.128
H 1.059 -8.582 0.530
H 2.653 -8.937 1.453
H 3.614 -6.120 1.656
H 3.638 -7.366 2.910
H 3.531 -5.268 3.837
H 2.147 -6.222 4.310
H 1.014 -4.790 2.438
H 1.978 -3.533 4.980
H 0.357 -4.258 4.608
H -0.029 -2.430 2.966
H 1.630 -1.819 3.222
H -0.964 -0.674 3.498
H -0.276 0.331 4.735
H -1.595 -0.822 5.135
C 0.187 2.267 -3.755
O 1.386 2.434 -3.029
C 2.511 1.812 -3.607
C 2.690 0.347 -3.122
N 2.587 0.271 -1.699
C 2.285 -1.124 -1.335
C 2.322 -1.341 0.171
O 1.614 -0.326 0.928
C 0.182 -0.408 0.711
H 0.210 2.979 -4.597
H -0.581 2.436 -3.087
H 0.052 1.234 -4.180
H 3.303 2.326 -3.089
H 2.638 1.893 -4.711
H 3.668 0.022 -3.526
H 1.952 -0.266 -3.619
H 1.842 0.877 -1.396
H 2.945 -1.812 -1.856
H 1.300 -1.314 -1.681
H 3.363 -1.394 0.518
H 1.850 -2.313 0.360
H -0.268 0.179 1.577
H -0.293 -1.367 0.820
H -0.106 -0.048 -0.276
C 1.982 7.794 2.278
O 1.380 6.761 1.443
C 2.339 6.070 0.679
C 1.529 5.161 -0.214
N 0.702 4.309 0.676
C 1.455 3.184 1.149
C 0.834 2.570 2.344
O 0.958 3.535 3.416
C 0.491 3.033 4.629
H 2.834 8.252 1.775
H 2.285 7.297 3.145
H 1.222 8.562 2.406
H 3.043 5.515 1.302
H 2.863 6.769 -0.027
H 2.082 4.575 -0.959
H 0.911 5.826 -0.764
H 0.567 4.900 1.485
H 2.516 3.442 1.528
H 1.645 2.495 0.343
H 1.455 1.704 2.554
H -0.271 2.380 2.143
H -0.582 2.670 4.521
H 0.635 3.712 5.471
H 1.087 2.148 4.753
C 2.682 -8.517 -3.258
O 2.031 -7.454 -2.616
C 0.658 -7.587 -2.780
C -0.163 -6.420 -2.212
N -0.073 -6.299 -0.759
C -0.494 -5.015 -0.351
C -1.300 -5.183 0.974
O -1.674 -3.865 1.382
C -2.576 -3.756 2.466
H 2.295 -9.433 -2.795
H 3.773 -8.539 -3.063
H 2.307 -8.539 -4.285
H 0.412 -8.555 -2.249
H 0.427 -7.749 -3.874
H -1.178 -6.459 -2.546
H 0.301 -5.569 -2.672
H 0.921 -6.366 -0.575
H -1.067 -4.491 -1.077
H 0.318 -4.397 -0.119
H -0.626 -5.696 1.721
H -2.209 -5.778 0.646
H -2.818 -2.724 2.503
H -2.132 -3.969 3.405
H -3.529 -4.314 2.271
```

* ΔE to the lowest compared entry with this formula, charge and spin: 18.94 kJ/mol
* F_max: 2.8 eV Å⁻¹
* structure (SMILES): COCCNCCOC.COCCNCCOC.COCCNCCOC.COCCNCCOC.COCCNCCOC.CO.CO.CO.CO.CO.CO.CO

Atom charges from the Löwdin analysis, given in e for atoms 1 to 99:
1. C -0.145
2. O -0.133
3. H 0.087
4. H 0.070
5. H 0.072
6. H 0.059
7. C -0.130
8. O -0.172
9. H 0.076
10. H 0.048
11. H 0.088
12. H 0.035
13. C -0.197
14. O -0.150
15. H 0.067
16. H 0.084
17. H 0.063
18. H 0.066
19. C -0.170
20. O -0.104
21. H 0.067
22. H 0.083
23. H 0.062
24. H 0.030
25. C -0.141
26. O -0.177
27. H 0.100
28. H 0.055
29. H 0.052
30. H 0.054
31. C -0.184
32. O -0.139
33. H 0.095
34. H 0.059
35. H 0.050
36. H 0.052
37. C -0.147
38. O -0.187
39. H 0.066
40. H 0.078
41. H 0.072
42. H 0.054
43. C -0.138
44. O -0.179
45. C -0.204
46. C -0.190
47. N -0.060
48. C -0.205
49. C -0.174
50. O -0.221
51. C -0.081
52. H 0.046
53. H 0.100
54. H 0.102
55. H 0.100
56. H 0.133
57. H 0.097
58. H 0.109
59. H 0.134
60. H 0.119
61. H 0.089
62. H 0.125
63. H 0.115
64. H 0.072
65. H 0.084
66. H 0.092
67. C -0.103
68. O -0.201
69. C -0.237
70. C -0.237
71. N -0.050
72. C -0.230
73. C -0.212
74. O -0.173
75. C -0.106
76. H 0.069
77. H 0.097
78. H 0.081
79. H 0.128
80. H 0.131
81. H 0.102
82. H 0.134
83. H 0.101
84. H 0.140
85. H 0.137
86. H 0.094
87. H 0.125
88. H 0.069
89. H 0.059
90. H 0.086
91. C -0.083
92. O -0.200
93. C -0.201
94. C -0.212
95. N -0.060
96. C -0.187
97. C -0.186
98. O -0.197
99. C -0.081

***

# 2
Density functional theory data (ωB97M-V with the def2-TZVPD basis set) for a cluster of 13 separate species, C37H108N18O13 in total at a distorted geometry.

The geometry in XYZ format:
```
176
C37H108N18O13 | the OMol25 dataset | ωB97M-V with the def2-TZVPD basis set
C -4.564 0.663 -2.092
C -5.581 1.015 -1.022
C -6.599 -0.072 -1.103
O -7.185 0.126 -2.393
C -8.336 -0.523 -2.757
N -4.886 1.052 0.268
H -4.988 0.619 -3.076
H -4.135 -0.319 -1.963
H -3.714 1.326 -2.115
H -6.045 1.979 -1.285
H -7.395 0.108 -0.281
H -6.272 -1.149 -0.972
H -9.244 -0.240 -2.152
H -8.386 -1.637 -2.764
H -8.515 -0.183 -3.797
H -5.575 1.272 0.960
H -4.096 1.757 0.198
C 3.440 2.517 -1.994
C 4.976 2.610 -2.033
C 5.605 1.554 -2.867
O 5.227 0.191 -2.603
C 5.439 -0.197 -1.295
N 5.393 3.905 -2.647
H 3.044 2.560 -3.022
H 3.233 3.509 -1.590
H 3.142 1.587 -1.483
H 5.300 2.632 -0.957
H 6.701 1.661 -2.892
H 5.360 1.712 -3.937
H 4.681 0.368 -0.637
H 6.421 0.040 -0.936
H 5.243 -1.249 -1.356
H 5.513 4.604 -1.940
H 6.344 3.716 -2.923
C -1.077 -4.645 -1.829
C -2.114 -4.123 -0.815
C -3.569 -4.461 -0.954
O -4.055 -3.969 -2.257
C -5.393 -4.328 -2.409
N -1.729 -4.419 0.595
H -0.007 -4.321 -1.549
H -1.279 -4.287 -2.829
H -1.229 -5.757 -1.920
H -2.099 -3.070 -0.948
H -4.206 -3.952 -0.244
H -3.870 -5.550 -0.924
H -5.555 -5.440 -2.466
H -5.794 -3.834 -3.245
H -6.107 -4.080 -1.620
H -1.752 -5.403 0.660
H -0.723 -4.214 0.670
C 1.917 -2.904 -4.733
C 3.130 -3.067 -3.824
C 4.470 -2.429 -4.300
O 4.887 -3.060 -5.529
C 6.158 -2.737 -5.941
N 2.813 -2.533 -2.476
H 2.136 -3.237 -5.749
H 1.708 -1.872 -4.766
H 1.047 -3.495 -4.476
H 3.333 -4.200 -3.723
H 5.256 -2.485 -3.469
H 4.345 -1.377 -4.563
H 6.890 -2.937 -5.179
H 6.346 -1.675 -5.989
H 6.425 -3.306 -6.802
H 2.138 -3.086 -1.971
H 2.567 -1.549 -2.424
C 0.743 -2.775 6.362
C 1.969 -3.651 6.144
C 1.887 -4.385 4.854
O 0.602 -5.038 4.831
C 0.442 -5.884 3.669
N 3.254 -2.925 6.233
H 0.606 -2.004 5.601
H 0.712 -2.279 7.325
H -0.073 -3.499 6.386
H 1.928 -4.330 7.043
H 2.658 -5.122 4.654
H 2.041 -3.692 4.056
H 0.417 -5.313 2.755
H -0.517 -6.423 3.737
H 1.268 -6.525 3.529
H 3.322 -2.168 6.867
H 3.679 -2.716 5.334
C -3.755 3.660 -4.923
C -2.704 3.903 -3.835
C -1.370 3.353 -4.202
O -0.914 3.928 -5.379
C 0.470 4.041 -5.531
N -2.569 5.335 -3.516
H -4.826 3.752 -4.516
H -3.718 2.589 -5.294
H -3.679 4.341 -5.811
H -2.961 3.309 -2.945
H -1.329 2.223 -4.182
H -0.663 3.665 -3.402
H 0.870 4.391 -4.590
H 0.646 4.726 -6.366
H 0.862 2.996 -5.717
H -3.493 5.641 -3.312
H -2.126 5.833 -4.261
C -4.184 6.469 4.314
C -3.023 5.880 3.651
C -3.160 5.977 2.042
O -4.236 5.185 1.756
C -4.587 5.187 0.407
N -1.769 6.499 4.015
H -4.014 6.288 5.466
H -5.108 6.009 4.018
H -4.201 7.581 4.114
H -2.946 4.858 3.918
H -2.330 5.558 1.515
H -3.270 7.106 1.807
H -5.409 4.551 0.285
H -3.749 4.817 -0.233
H -4.917 6.182 0.028
H -0.968 5.910 3.716
H -1.725 7.388 3.620
C 6.923 -1.638 3.976
C 5.542 -2.214 3.700
C 4.655 -1.065 3.242
O 3.305 -1.376 3.284
C 2.324 -0.413 2.815
N 5.689 -3.308 2.773
H 7.711 -2.438 4.098
H 7.004 -1.037 4.894
H 7.243 -0.999 3.092
H 5.052 -2.665 4.520
H 4.994 -0.882 2.167
H 4.887 -0.239 3.887
H 2.291 0.393 3.561
H 1.303 -0.907 2.732
H 2.537 -0.063 1.777
H 6.050 -2.977 1.855
H 4.931 -3.971 2.673
C -3.074 -1.334 2.678
O -3.142 -0.323 3.362
N -2.109 -2.241 2.971
N -4.009 -1.583 1.695
H -2.031 -3.100 2.447
H -1.629 -2.061 3.829
H -3.875 -2.494 1.200
H -4.331 -0.721 1.248
C -0.422 4.828 -0.044
O -1.186 3.868 0.093
N -0.465 5.672 -1.071
N 0.636 5.028 0.873
H -1.113 5.468 -1.897
H 0.168 6.471 -1.137
H 0.624 4.258 1.552
H 1.552 5.318 0.491
C 0.332 -0.306 -0.223
O 1.402 -0.565 -0.754
N -0.340 -1.342 0.413
N -0.268 0.903 -0.170
H 0.355 -1.982 0.784
H -0.914 -1.083 1.150
H -1.161 1.095 0.166
H 0.137 1.720 -0.607
C 3.078 -4.390 0.764
O 3.198 -5.165 1.698
N 2.532 -3.153 0.817
N 3.746 -4.757 -0.429
H 2.476 -2.706 1.708
H 2.793 -2.468 0.088
H 4.048 -4.093 -1.146
H 4.333 -5.573 -0.257
C -1.229 2.464 3.175
O -0.564 3.498 3.195
N -2.227 2.225 2.261
N -0.959 1.448 4.033
H -2.850 1.445 2.524
H -2.517 3.079 1.847
H -1.666 0.700 4.153
H -0.408 1.636 4.896
```

* ΔE to the lowest compared entry with this formula, charge and spin: 312.94 kJ/mol
* F_max: 3.7 eV Å⁻¹

Atom charges from the Löwdin analysis, given in e for atoms 1 to 99:
1. C -0.052
2. C -0.437
3. C -0.196
4. O -0.210
5. C -0.150
6. N 0.045
7. H 0.074
8. H 0.079
9. H 0.055
10. H 0.146
11. H 0.148
12. H 0.140
13. H 0.095
14. H 0.087
15. H 0.097
16. H 0.079
17. H 0.101
18. C -0.047
19. C -0.458
20. C -0.210
21. O -0.204
22. C -0.130
23. N 0.037
24. H 0.083
25. H 0.066
26. H 0.063
27. H 0.145
28. H 0.125
29. H 0.142
30. H 0.100
31. H 0.084
32. H 0.065
33. H 0.061
34. H 0.054
35. C -0.039
36. C -0.431
37. C -0.169
38. O -0.178
39. C -0.157
40. N 0.051
41. H 0.093
42. H 0.061
43. H 0.094
44. H 0.103
45. H 0.095
46. H 0.142
47. H 0.102
48. H 0.068
49. H 0.078
50. H 0.057
51. H 0.060
52. C -0.059
53. C -0.389
54. C -0.172
55. O -0.187
56. C -0.146
57. N 0.032
58. H 0.077
59. H 0.061
60. H 0.065
61. H 0.158
62. H 0.133
63. H 0.116
64. H 0.074
65. H 0.082
66. H 0.085
67. H 0.040
68. H 0.056
69. C -0.067
70. C -0.419
71. C -0.202
72. O -0.191
73. C -0.081
74. N 0.059
75. H 0.069
76. H 0.071
77. H 0.073
78. H 0.148
79. H 0.129
80. H 0.098
81. H 0.054
82. H 0.094
83. H 0.066
84. H 0.058
85. H 0.020
86. C -0.071
87. C -0.440
88. C -0.254
89. O -0.198
90. C -0.094
91. N 0.056
92. H 0.091
93. H 0.091
94. H 0.086
95. H 0.120
96. H 0.149
97. H 0.110
98. H 0.072
99. H 0.095